{
  "formula": "C3H7NO2",
  "method": "the ωB97M-V functional and the def2-TZVPD basis",
  "elements": ["O", "O", "N", "C", "C", "C", "H", "H", "H", "H", "H", "H", "H"],
  "coordinates": [[-1.6565, 0.5135, -0.4846], [-0.2430, -1.0587, 0.3508], [-1.6906, -0.0740, 1.7235], [-1.2286, -0.1380, 0.4430], [1.5112, 0.1619, -0.7717], [0.5247, -0.9884, -0.8588], [-0.1582, -0.8710, -1.7021], [0.9788, 1.1129, -0.6382], [-2.2982, 0.6981, 1.9456], [1.0349, -1.9544, -0.9230], [-1.1103, -0.4538, 2.4520], [2.1744, 0.0076, 0.0846], [2.1130, 0.2234, -1.6854]],
  "nbo_charge": [-0.647, -0.527, -0.837, 0.880, -0.638, -0.074, 0.204, 0.223, 0.403, 0.188, 0.400, 0.208, 0.218],
  "largest_force_ha_per_bohr": 0.0071,
  "charge": 0,
  "smiles": "CCOC(N)=O",
  "lumo_energy_ha": 0.034,
  "e_above_lowest_kj_mol": 15.0
}